109
Properties=species:S:1:pos:R:3 method="wB97M-V/def2-TZVPD" homo_lumo_gap_ev=7.828 multiplicity=1 total_energy_ha=-5015.13227 total_charge=+1 homo_ev=-12.3
C 1.30 -3.37 5.91
C 0.66 -2.49 5.17
O -0.43 -2.90 4.39
C -0.37 -2.85 3.05
O -1.18 -3.39 2.38
C 0.68 -2.01 2.38
C 0.55 -0.62 2.57
B -0.67 -0.03 3.47
O -0.37 0.48 4.68
C -2.10 -0.10 2.83
C -3.27 0.01 3.83
C 1.45 0.19 1.90
P 1.36 2.03 2.18
N 1.90 2.45 3.59
N 2.42 -0.36 1.09
C 3.33 0.60 0.47
O 4.09 1.28 1.45
O 4.28 0.44 2.58
C 2.55 -1.70 0.91
C 3.63 -2.22 0.00
C 5.00 -2.33 0.74
C 6.10 -1.42 0.20
C 1.66 -2.58 1.56
C 1.66 -4.08 1.38
I 0.81 -4.47 -0.58
C 2.94 -4.87 1.60
C 3.55 -4.62 2.98
H 1.36 -4.43 5.67
H 1.79 -3.05 6.82
H 0.95 -1.45 5.18
H -1.02 1.12 5.00
H -2.16 -1.08 2.36
H -2.19 0.60 2.00
H -4.02 0.73 3.50
H -2.94 0.37 4.80
H -3.74 -0.95 3.94
H 0.01 2.35 1.93
H 2.13 2.66 1.20
H 1.18 2.90 4.13
H 3.98 0.13 -0.25
H 2.74 1.34 -0.06
H 4.12 1.06 3.31
H 3.74 -1.57 -0.86
H 3.30 -3.16 -0.40
H 4.86 -2.08 1.78
H 5.36 -3.35 0.64
H 6.94 -1.46 0.89
H 6.49 -1.76 -0.76
H 5.83 -0.37 0.11
H 0.92 -4.50 2.05
H 2.64 -5.91 1.58
H 3.67 -4.76 0.82
H 4.26 -3.80 2.99
H 2.79 -4.46 3.74
H 4.10 -5.51 3.27
C 5.11 5.95 3.76
C 3.80 6.08 2.96
C 3.55 5.08 1.83
F 4.48 5.18 0.85
F 2.34 5.33 1.26
F 3.68 7.34 2.49
F 2.79 5.88 3.85
O 6.18 6.81 3.43
C 7.09 6.48 2.46
C 7.07 7.49 1.30
F 5.85 7.52 0.73
F 7.97 7.10 0.38
F 6.94 5.22 2.02
F 8.31 6.56 3.02
H 4.84 6.25 4.77
H 5.43 4.91 3.83
H 3.55 4.06 2.21
H 7.32 8.48 1.67
C -4.15 1.61 -2.84
C -5.61 1.69 -3.31
C -6.64 2.29 -2.35
F -6.74 1.55 -1.22
F -7.85 2.29 -2.95
F -6.01 0.47 -3.72
F -5.61 2.51 -4.40
O -3.68 0.36 -2.37
C -3.81 -0.02 -1.06
C -4.66 -1.28 -0.92
F -5.90 -1.07 -1.40
F -4.75 -1.60 0.39
F -4.24 0.98 -0.28
F -2.56 -0.35 -0.62
H -3.57 1.78 -3.75
H -3.90 2.43 -2.17
H -6.38 3.31 -2.08
H -4.21 -2.11 -1.47
C -6.02 -4.03 -7.60
C -7.06 -3.21 -8.39
C -6.55 -2.31 -9.52
F -5.74 -1.35 -9.05
F -7.61 -1.71 -10.10
F -7.82 -2.49 -7.53
F -7.88 -4.12 -8.99
O -5.61 -3.52 -6.34
C -4.57 -2.64 -6.21
C -5.04 -1.31 -5.62
F -5.96 -0.74 -6.40
F -3.97 -0.47 -5.52
F -3.91 -2.47 -7.37
F -3.70 -3.18 -5.33
H -6.54 -4.95 -7.35
H -5.18 -4.31 -8.22
H -6.03 -2.90 -10.27
H -5.46 -1.48 -4.63

***

83
Properties=species:S:1:pos:R:3 method="wB97M-V/def2-TZVPD" homo_lumo_gap_ev="6.686 / 6.894" s2=0.7607 multiplicity=2 total_energy_ha=-7522.73356 total_charge=+1 homo_ev="-10.3 / -10.4"
Ru -0.02 0.20 0.72
C -1.80 2.29 2.70
C -1.96 0.87 2.21
C -1.61 -0.18 3.09
C -0.82 0.14 4.33
C -2.15 -1.47 2.92
C -1.94 -2.51 3.98
C -2.87 -1.77 1.76
C -3.39 -3.17 1.56
C -3.07 -0.78 0.79
C -3.82 -1.08 -0.48
C -2.67 0.55 1.02
C -3.17 1.60 0.06
H -0.77 2.56 2.90
H -2.35 2.40 3.64
H -2.20 3.02 2.01
H -1.48 0.24 5.20
H -0.28 1.08 4.24
H -0.10 -0.64 4.55
H -1.16 -3.22 3.67
H -2.85 -3.08 4.15
H -1.64 -2.08 4.93
H -4.47 -3.21 1.78
H -2.89 -3.88 2.20
H -3.26 -3.52 0.54
H -3.23 -0.80 -1.36
H -4.74 -0.49 -0.53
H -4.10 -2.12 -0.58
H -4.26 1.64 0.09
H -2.89 1.36 -0.97
H -2.78 2.59 0.27
Se 0.12 -0.04 -1.65
P 0.43 2.14 -1.87
Se 0.10 2.75 0.19
C 2.08 2.49 -2.50
C 2.34 3.75 -3.04
C 3.63 4.07 -3.44
C 4.65 3.14 -3.29
C 4.39 1.89 -2.75
C 3.10 1.56 -2.34
C -0.72 2.88 -3.05
C -1.80 3.63 -2.61
C -2.70 4.15 -3.53
C -2.52 3.90 -4.89
C -1.44 3.15 -5.32
C -0.53 2.64 -4.41
H 1.55 4.48 -3.15
H 3.84 5.04 -3.86
H 5.66 3.39 -3.61
H 5.18 1.16 -2.63
H 2.90 0.60 -1.90
H -1.93 3.82 -1.55
H -3.54 4.74 -3.20
H -3.22 4.31 -5.60
H -1.29 2.96 -6.38
H 0.32 2.07 -4.75
C -1.22 -3.61 -1.47
N 0.21 -3.39 -1.44
C 1.09 -3.76 -2.43
C 2.32 -3.35 -2.03
N 2.19 -2.74 -0.81
B 3.46 -2.05 -0.18
N 3.33 -1.92 1.36
C 3.84 -2.81 2.27
C 3.64 -2.32 3.51
N 3.00 -1.11 3.35
C 2.76 -0.17 4.43
C 2.80 -0.90 2.04
S 2.07 0.57 1.39
C 0.91 -2.77 -0.45
S 0.14 -2.19 1.01
H -1.55 -3.59 -2.51
H -1.71 -2.82 -0.91
H -1.47 -4.57 -1.02
H 0.77 -4.28 -3.31
H 3.27 -3.45 -2.51
H 4.39 -2.78 -0.41
H 3.61 -0.96 -0.65
H 4.31 -3.72 1.94
H 3.91 -2.70 4.48
H 2.44 -0.72 5.32
H 1.98 0.53 4.14
H 3.67 0.38 4.66

***

86
Properties=species:S:1:pos:R:3 method="wB97M-V/def2-TZVPD" homo_lumo_gap_ev=6.484 multiplicity=1 total_energy_ha=-3563.33915 total_charge=0 homo_ev=-6.9
Ca 0.28 -0.34 0.07
C 2.21 -1.88 -2.46
C 1.08 -2.77 -2.06
C 0.93 -4.01 -2.68
C -0.09 -4.84 -2.27
C -1.01 -4.37 -1.35
C -0.87 -3.08 -0.85
N 0.21 -2.34 -1.15
C -1.97 -2.39 -0.14
C -3.28 -2.88 -0.18
C -4.30 -2.06 0.27
C -4.01 -0.80 0.76
C -2.68 -0.41 0.83
N -1.71 -1.21 0.39
C -2.24 0.88 1.42
C -3.12 1.79 2.00
C -2.60 2.88 2.68
C -1.23 3.03 2.77
C -0.41 2.11 2.14
C 1.09 2.19 2.22
N -0.92 1.08 1.46
H 3.07 -2.07 -1.82
H 1.93 -0.83 -2.35
H 2.51 -2.07 -3.49
H 1.61 -4.31 -3.46
H -0.20 -5.84 -2.69
H -1.83 -5.01 -1.04
H -3.51 -3.84 -0.61
H -5.33 -2.39 0.21
H -4.81 -0.14 1.07
H -4.19 1.64 1.96
H -3.27 3.59 3.15
H -0.81 3.86 3.33
H 1.41 2.92 2.95
H 1.48 2.45 1.23
H 1.48 1.20 2.48
C -1.06 -1.36 3.75
Si 0.51 -2.27 3.20
C 1.61 -2.20 4.75
C -0.02 -4.08 2.91
N 1.23 -1.50 1.85
C 2.48 -1.82 1.43
C 3.22 -2.98 1.80
C 4.49 -3.22 1.34
C 5.13 -2.33 0.48
C 4.46 -1.19 0.09
C 3.18 -0.97 0.55
F 2.50 0.15 0.07
H -1.36 -1.73 4.73
H -1.89 -1.52 3.07
H -0.89 -0.28 3.83
H 1.21 -2.81 5.56
H 1.67 -1.17 5.12
H 2.63 -2.53 4.55
H -0.94 -4.31 3.45
H 0.74 -4.80 3.23
H -0.20 -4.26 1.85
H 2.73 -3.69 2.46
H 5.01 -4.13 1.64
H 6.14 -2.52 0.12
H 4.92 -0.46 -0.57
O -2.32 -1.48 -2.73
S -1.72 -0.14 -2.82
N -0.79 0.29 -1.75
C -1.03 5.50 -2.16
N -1.81 4.31 -2.46
C -1.51 3.88 -3.83
N -0.09 3.70 -4.09
C 0.63 4.91 -3.73
N 0.40 5.32 -2.35
C 0.94 4.33 -1.42
P 0.20 2.56 -1.52
C -1.56 3.24 -1.50
C 0.44 2.54 -3.39
H -1.22 5.80 -1.13
H -1.36 6.30 -2.83
H -1.89 4.65 -4.51
H -2.04 2.95 -4.03
H 0.30 5.72 -4.39
H 1.70 4.74 -3.88
H 0.79 4.70 -0.40
H 2.02 4.25 -1.58
H -1.75 3.63 -0.50
H -2.26 2.43 -1.69
H 0.00 1.64 -3.81
H 1.52 2.50 -3.58